[1]
Entry from OMol25: a molecular structure, C7H22N8O9Zn (ωB97M-V/def2-TZVPD).

The geometry in XYZ format:
```
47
Properties=species:S:1:pos:R:3
Zn 0.281 -0.752 0.230
C -0.726 -1.635 2.306
O -1.434 -2.519 2.877
O -1.121 -0.575 1.675
O 0.296 -2.197 1.680
C -0.488 -2.953 -2.055
O -0.061 -2.272 -1.130
N -1.682 -3.547 -1.977
N 0.164 -3.071 -3.253
H -2.171 -3.666 -1.103
H -2.076 -4.113 -2.709
H 1.026 -2.617 -3.483
H -0.123 -3.778 -3.906
C 2.082 1.709 1.385
O 1.344 0.732 1.287
N 1.716 2.791 2.081
N 3.285 1.770 0.722
H 2.312 3.595 1.998
H 0.757 2.820 2.393
H 3.957 2.478 0.954
H 3.525 0.933 0.225
C 3.288 -1.374 -0.856
O 2.136 -1.017 -0.650
N 4.092 -1.007 -1.895
N 3.892 -2.289 -0.041
H 3.634 -0.346 -2.504
H 5.068 -1.214 -1.922
H 4.825 -2.534 -0.303
H 3.401 -2.619 0.774
C -0.601 1.706 -1.439
O -0.154 0.598 -1.145
N -1.887 1.941 -1.779
N 0.213 2.765 -1.639
H -2.231 2.843 -2.047
H -2.496 1.169 -1.990
H -0.147 3.703 -1.610
H 1.210 2.703 -1.529
C -3.351 1.794 1.450
C -4.307 1.028 2.401
O -3.657 0.185 3.344
O -2.038 1.875 1.937
H -3.692 2.830 1.358
H -3.345 1.355 0.444
H -5.076 0.449 1.880
H -4.845 1.802 2.954
H -3.102 -0.438 2.842
H -1.691 0.961 1.768
```

Values from the calculation:
- Multiplicity: 1
- Molecular weight: 427.69 Da
- Lowest unoccupied orbital energy: -0.25 eV

natural (NBO) population analysis, charges in e, atoms 1 to 8:
1. Zn 1.740
2. C 0.933
3. O -0.760
4. O -0.991
5. O -0.973
6. C 0.801
7. O -0.714
8. N -0.820

***

[2]
Entry from OMol25: a molecular structure, C7H23Br2CuN7O4 (ωB97M-V/def2-TZVPD).

The geometry in XYZ format:
```
44
Properties=species:S:1:pos:R:3
Cu -9.449 11.238 -9.844
Br -8.624 12.409 -7.555
Br -10.206 9.969 -12.193
C -11.379 8.958 -8.358
O -10.762 9.719 -9.010
N -11.422 7.674 -8.622
N -12.249 9.264 -7.430
H -11.742 7.083 -7.868
H -10.681 7.249 -9.162
H -12.189 10.150 -6.951
H -12.713 8.440 -7.073
C -12.073 13.413 -9.205
O -11.297 12.728 -9.795
N -11.933 14.568 -8.670
N -13.322 13.102 -9.126
H -12.803 14.856 -8.247
H -11.034 15.020 -8.577
H -13.942 13.617 -8.516
H -13.812 12.319 -9.534
C -7.148 8.470 -9.453
O -7.435 9.645 -9.547
N -7.528 7.616 -10.313
N -6.479 7.999 -8.469
H -7.462 6.611 -10.235
H -8.068 8.056 -11.044
H -5.952 8.552 -7.809
H -6.143 7.048 -8.530
C -6.021 11.832 -12.253
C -6.350 12.350 -10.869
C -5.604 13.617 -10.437
O -4.170 13.453 -10.296
C -3.454 14.625 -9.972
N -7.808 12.577 -10.803
H -5.769 12.619 -12.965
H -6.834 11.259 -12.699
H -5.089 11.268 -12.273
H -6.173 11.587 -10.110
H -6.018 13.859 -9.458
H -5.755 14.468 -11.101
H -3.466 15.215 -10.889
H -2.448 14.524 -9.564
H -3.879 15.255 -9.191
H -7.959 13.199 -11.583
H -7.816 13.222 -10.026
```

Values from the calculation:
- Multiplicity: 2
- Molecular weight: 492.66 Da
- ⟨S²⟩: 0.755
- Lowest unoccupied orbital energy (spin up / spin down): 0.38 / -1.35 eV

natural (NBO) population analysis, charges in e, atoms 1 to 8:
1. Cu 1.386
2. Br -0.783
3. Br -0.750
4. C 0.783
5. O -0.692
6. N -0.808
7. N -0.815
8. H 0.365

***

[3]
Entry from OMol25: a molecular structure, C7H23N4O8P3PdS2 (ωB97M-V/def2-TZVPD).

The geometry in XYZ format:
```
48
Properties=species:S:1:pos:R:3
Pd 0.315 -0.701 0.500
N -3.672 -2.271 0.080
C -2.487 -1.461 0.443
C -2.879 -0.303 1.348
P -1.902 -0.704 -1.174
O -0.866 -1.748 -1.840
O -3.127 -0.616 -1.987
O -1.080 0.509 -0.791
P -1.289 -2.691 1.210
O -0.803 -1.868 2.535
O -2.116 -3.877 1.483
O -0.049 -2.828 0.365
H -3.889 -2.047 -0.918
H -4.499 -2.075 0.652
H -3.391 -3.263 0.283
H -3.513 0.398 0.796
H -1.969 0.223 1.673
H -3.411 -0.645 2.238
H -1.245 -2.153 -2.625
H -0.992 -2.344 3.347
N 3.442 3.943 0.678
C 2.642 2.910 -0.010
P 1.234 2.566 1.187
O 1.499 3.559 2.283
O 1.103 1.129 1.573
C -0.428 3.124 0.514
N -1.110 3.415 1.795
H 4.395 3.645 0.899
H 2.882 4.080 1.593
H 3.488 4.830 0.171
H 3.207 1.990 -0.157
H 2.300 3.249 -0.983
H -0.916 2.318 -0.038
H -0.379 4.016 -0.102
H -1.297 2.527 2.279
H -1.969 3.968 1.710
H -0.383 3.901 2.377
S 2.011 -0.158 -1.300
C 2.126 -1.780 -1.755
N 2.389 -2.743 -0.881
C 2.212 -4.108 -1.329
C 2.257 -4.085 -2.858
S 1.963 -2.346 -3.369
H 2.394 -2.550 0.122
H 1.247 -4.477 -0.960
H 3.011 -4.732 -0.921
H 1.484 -4.702 -3.310
H 3.228 -4.377 -3.253
```

Values from the calculation:
- Total charge: +2
- Multiplicity: 1
- Molecular weight: 554.76 Da
- Lowest unoccupied orbital energy (spin up / spin down): -8.14 / -8.39 eV

natural (NBO) population analysis, charges in e, atoms 1 to 8:
1. Pd 1.042
2. N -0.720
3. C -0.645
4. C -0.623
5. P 2.369
6. O -1.021
7. O -1.123
8. O -1.211

***

[4]
Entry from OMol25: a molecular structure, C7H23N7O4Rb (ωB97M-V/def2-TZVPD).

The geometry in XYZ format:
```
42
Properties=species:S:1:pos:R:3
Rb 15.710 -4.568 27.832
C 21.203 -4.321 28.185
C 19.666 -4.192 28.632
C 19.140 -2.711 28.772
O 17.698 -2.568 28.570
C 17.344 -1.227 28.939
N 18.893 -5.016 27.678
H 21.360 -5.373 27.947
H 21.648 -4.101 29.156
H 21.562 -3.639 27.415
H 19.512 -4.648 29.610
H 19.486 -1.980 28.041
H 19.534 -2.332 29.714
H 17.675 -0.501 28.196
H 17.710 -1.047 29.950
H 16.255 -1.217 28.988
H 19.364 -5.905 27.584
H 18.734 -4.633 26.756
C 18.155 -3.788 31.968
O 18.640 -2.680 31.905
N 17.158 -4.153 31.252
N 18.607 -4.798 32.635
H 16.860 -5.116 31.308
H 16.942 -3.740 30.356
H 18.089 -5.657 32.521
H 19.552 -4.709 32.979
C 12.238 -3.341 27.216
O 13.109 -4.102 26.724
N 11.701 -3.564 28.395
N 11.706 -2.263 26.735
H 11.366 -2.735 28.865
H 12.146 -4.303 28.920
H 11.953 -2.067 25.775
H 11.053 -1.766 27.323
C 17.814 -7.591 29.436
O 16.833 -6.882 29.161
N 18.641 -8.112 28.598
N 17.930 -8.143 30.627
H 19.313 -8.806 28.893
H 18.455 -8.035 27.608
H 17.391 -7.841 31.426
H 18.704 -8.774 30.779
```

Values from the calculation:
- Total charge: +2
- Multiplicity: 2
- Molecular weight: 354.77 Da
- ⟨S²⟩: 0.755
- Lowest unoccupied orbital energy (spin up / spin down): -6.00 / -11.30 eV

natural (NBO) population analysis, charges in e, atoms 1 to 8:
1. Rb 0.978
2. C -0.559
3. C -0.100
4. C -0.112
5. O -0.602
6. C -0.273
7. N -0.333
8. H 0.223

***

[5]
Entry from OMol25: a molecular structure, C7H23N8O5Tl (ωB97M-V/def2-TZVPD).

The geometry in XYZ format:
```
44
Properties=species:S:1:pos:R:3
Tl -0.301 -0.543 1.466
C 1.782 0.939 -1.919
C 0.442 0.244 -2.328
C 0.541 -0.245 -3.783
O -0.232 -0.595 -1.478
H 1.769 1.301 -0.891
H 1.871 1.938 -2.347
H 2.763 0.609 -2.263
H -0.322 1.005 -2.486
H -0.303 -0.849 -4.117
H 1.371 -0.942 -3.892
H 0.700 0.548 -4.514
C 0.862 3.156 2.483
O 0.952 1.944 2.454
N 1.212 3.996 1.582
N 0.258 3.969 3.338
H 1.333 3.486 0.718
H 0.720 4.873 1.483
H -0.489 3.596 3.907
H 0.508 4.922 3.116
C -2.091 -3.662 -0.072
O -1.982 -2.933 0.874
N -1.655 -3.410 -1.273
N -2.819 -4.743 -0.039
H -1.221 -2.534 -1.527
H -1.889 -4.051 -2.018
H -2.806 -5.364 -0.835
H -3.324 -5.027 0.788
C -3.580 0.179 -0.703
O -2.840 0.174 0.308
N -4.825 0.377 -0.886
N -3.027 0.263 -1.820
H -5.100 0.413 -1.858
H -5.317 0.778 -0.101
H -3.540 0.031 -2.659
H -2.052 0.002 -1.849
C 3.675 -0.425 2.635
O 2.637 -0.311 1.975
N 4.856 -0.063 2.228
N 3.665 -0.972 3.794
H 5.602 0.116 2.886
H 4.843 0.384 1.322
H 2.790 -1.367 4.110
H 4.563 -1.204 4.192
```

Values from the calculation:
- Total charge: +2
- Multiplicity: 1
- Molecular weight: 503.69 Da
- Lowest unoccupied orbital energy: -11.94 eV

natural (NBO) population analysis, charges in e, atoms 1 to 8:
1. Tl 1.112
2. C -0.691
3. C 0.046
4. C -0.581
5. O -0.295
6. H 0.245
7. H 0.258
8. H 0.275

***

[6]
Entry from OMol25: 8 unconnected molecules or ions with the total composition C7H24ClO13 (ωB97M-V/def2-TZVPD).

The geometry in XYZ format:
```
45
Properties=species:S:1:pos:R:3
Cl 0.472 -0.279 1.002
O -0.027 -1.270 0.062
O -0.290 -0.371 2.225
O 1.859 -0.565 1.275
O 0.306 1.026 0.409
O 3.239 -3.296 1.227
H 2.425 -2.780 1.183
H 3.538 -3.186 2.133
O -0.878 -3.962 1.534
H -0.666 -3.027 1.648
H -1.837 -3.978 1.487
O -3.429 -0.705 3.444
H -3.766 0.149 3.159
H -2.538 -0.739 3.072
C -1.390 -2.332 -4.124
C -1.489 -0.825 -3.970
C -0.347 -0.229 -3.141
O 0.159 0.836 -3.958
C -0.294 0.696 -5.219
O 0.104 1.324 -6.149
O -1.263 -0.233 -5.280
H -2.206 -2.694 -4.744
H -1.496 -2.777 -3.129
H -0.400 -2.587 -4.492
H -2.486 -0.547 -3.634
H 0.443 -0.966 -3.004
H -0.716 0.130 -2.186
C 2.963 4.005 -0.208
O 2.453 3.294 0.890
H 2.200 4.163 -0.982
H 3.235 5.006 0.131
H 3.829 3.509 -0.655
H 2.038 2.475 0.592
C 0.360 -2.537 4.907
O 0.388 -2.893 6.290
H -0.436 -1.816 4.715
H 1.308 -2.078 4.642
H 0.220 -3.421 4.279
H -0.472 -3.258 6.509
C -0.624 4.276 -0.090
O -1.915 4.714 -0.555
H 0.109 5.080 -0.223
H -0.689 4.036 0.964
H -0.249 3.431 -0.670
H -1.742 5.202 -1.363
```

Values from the calculation:
- Total charge: -1
- Multiplicity: 1
- Molecular weight: 351.71 Da
- Lowest unoccupied orbital energy: 2.60 eV

natural (NBO) population analysis, charges in e, atoms 1 to 8:
1. Cl 2.546
2. O -0.894
3. O -0.893
4. O -0.863
5. O -0.882
6. O -0.953
7. H 0.491
8. H 0.460

***

no.,F_max (Eh/bohr)
1,0.1457
2,0.1388
3,0.0651
4,0.1397
5,0.1876
6,0.0200